1.
2 unconnected molecules or ions with the total composition C6H6N2O2, computed with ωB97M-V/def2-TZVPD.

Its orbital gap is 9.51 eV. As for the charge: 0. Its SMILES is O=c1cc[nH]c(=O)[nH]1.C#C.

Each line ends with the natural charge from an NBO analysis.
Element x y z (Å)
C: -1.066 0.675 -0.971  0.096
H: -0.684 -0.020 1.077  0.247
C: -2.089 -1.222 -2.243  0.762
C: 5.192 2.452 3.369  -0.238
C: 4.074 2.153 3.154  -0.241
N: -1.663 0.093 -2.131  -0.635
H: -2.128 0.510 -3.091  0.465
O: -1.402 -2.435 0.941  -0.588
H: -1.813 -3.131 -1.341  0.454
N: -1.838 -2.039 -1.205  -0.625
C: -1.209 -0.143 0.114  -0.403
H: 3.093 1.850 2.882  0.231
O: -2.596 -1.514 -3.351  -0.646
C: -1.396 -1.572 0.040  0.629
H: -0.693 1.721 -1.002  0.244
H: 6.219 2.621 3.757  0.247


2.
C6H6N2O2 in the gas phase, computed with ωB97M-V/def2-TZVPD.

Its orbital gap (spin up / spin down) is 7.30 / 7.60 eV. As for the charge: 0.

Each line ends with the natural charge from an NBO analysis.
Element x y z (Å)
C: -2.093 -1.512 0.062  -0.331
H: 3.288 1.629 -2.422  0.297
H: -1.994 -0.976 2.076  0.203
O: 1.894 1.166 -1.370  -0.245
H: 0.074 -0.034 -1.997  0.414
O: -1.899 -1.518 -2.340  -0.597
H: -2.941 -2.118 -0.024  0.232
H: 1.902 1.294 0.637  0.186
C: -1.559 -0.934 1.182  -0.111
C: -0.443 -0.023 1.120  -0.297
C: -1.536 -1.279 -1.218  0.626
N: -0.333 -0.451 -1.179  -0.579
H: -0.253 0.347 2.110  0.227
C: 0.160 0.203 -0.070  0.140
N: 3.025 1.844 -1.486  -0.326
C: 1.405 0.989 -0.182  0.161


It is 1 that is most stable; the runner-up trails by 0.0574 hartree.